Here is a molecular structure, C39H35F2N2O4P2PdS2 at a distorted geometry from the Open Molecules 2025 dataset. Energies are from ωB97M-V with the def2-TZVPD basis set.

The value obtained for the orbital gap (spin up / spin down) is 6.50 / 6.50 eV. The value obtained for the energy relative to the best compared isomer or geometry (same formula, charge and spin) is 0.0 kcal/mol. For the energy, the calculation gives -101346.500 eV. The LUMO energy (spin up / spin down) is 2.22 / 2.22 eV.

Geometry as ORCA input:
```
! RIJCOSX wB97M-V def2-TZVPD def2/J DEFGRID3
* xyz -1 1
Pd 1.68716 0.21362 1.19894
F 1.84223 2.16296 6.27032
C 2.01023 1.08496 5.45766
C 1.77305 1.20488 4.10106
C 1.83618 0.07989 3.29072
C 2.23371 -1.16225 3.83905
C 2.52426 -1.21106 5.20317
F 2.98021 -2.35961 5.77635
C 2.39699 -0.11545 6.03056
C 2.35196 -2.27193 2.90607
C 2.39071 -3.62654 3.24169
C 2.55843 -4.57886 2.25705
C 2.68266 -4.16293 0.93111
C 2.60811 -2.81047 0.66138
N 2.44378 -1.89514 1.60719
H 1.52491 2.17350 3.68275
H 2.60842 -0.19249 7.08402
H 2.30102 -3.93057 4.26961
H 2.59844 -5.62973 2.50523
H 2.85569 -4.87480 0.13822
H 2.70097 -2.43478 -0.35289
C -3.67680 -1.00314 -4.34529
S -4.59520 -0.00973 -3.12785
C -3.49467 1.43823 -2.93538
C -2.54751 1.33508 -1.75057
C -1.61209 0.12469 -1.85530
N -0.54884 0.13925 -0.88515
P -0.66310 -0.49085 0.63616
C -2.36672 -1.22875 0.64667
C -3.48052 -0.52913 1.10532
C -4.73554 -1.10815 1.08481
C -4.90234 -2.39818 0.60880
C -3.80317 -3.10228 0.14465
C -2.54738 -2.52307 0.16991
C -1.00359 0.80892 1.91125
C -0.80171 2.15932 1.64523
C -0.94904 3.09476 2.65560
C -1.29358 2.68963 3.93635
C -1.49242 1.34484 4.20715
C -1.33913 0.40795 3.20511
P 1.48793 0.81539 -1.06407
C 0.84044 2.15089 -2.15299
C 0.53631 1.97026 -3.49608
C 0.11421 3.03944 -4.27160
C -0.00222 4.30245 -3.71612
C 0.31476 4.49414 -2.38010
C 0.73139 3.42521 -1.60609
C 1.92596 -0.49052 -2.26548
C 2.99773 -0.28023 -3.12779
C 3.41930 -1.28297 -3.98130
C 2.76880 -2.50740 -3.99507
C 1.70363 -2.72752 -3.13422
C 1.29243 -1.72989 -2.26574
H -4.30602 -1.84971 -4.60348
H -2.74297 -1.35401 -3.91818
H -3.49149 -0.39799 -5.22863
H -4.16697 2.28985 -2.81643
H -2.94361 1.54279 -3.87004
H -3.12250 1.25678 -0.82541
H -1.94444 2.24678 -1.70732
H -1.13688 0.13211 -2.84317
H -2.21797 -0.78785 -1.77227
H -3.36412 0.47926 1.47625
H -5.59156 -0.54611 1.43552
H -5.88653 -2.84553 0.59209
H -3.93161 -4.10653 -0.23653
H -1.68893 -3.07664 -0.18782
H -0.55765 2.46070 0.63181
H -0.79268 4.14322 2.43878
H -1.40547 3.41875 4.72618
H -1.76302 1.03063 5.20562
H -1.49352 -0.64239 3.41814
H 0.64583 0.99587 -3.95019
H -0.10313 2.89013 -5.32270
H -0.31484 5.14194 -4.32434
H 0.25571 5.48336 -1.94493
H 1.01642 3.56871 -0.57232
H 3.50192 0.67468 -3.10209
H 4.25651 -1.10349 -4.64244
H 3.09805 -3.28993 -4.66716
H 1.19721 -3.68523 -3.14281
H 0.47632 -1.90057 -1.57466
O 2.28905 2.52597 1.03384
S 3.50224 1.99426 0.40980
O 4.52520 2.98342 0.22973
O 3.05136 1.56748 -1.08788
O 3.96365 0.76746 1.04297
*
```